H4N2OS | ωB97M-V/def2-TZVPD

Geometry as XYZ:
```
8
Properties=species:S:1:pos:R:3:forces:R:3:mulliken_charge:R:1
N -0.982 -0.688 -0.256 4.6823 -2.7715 2.4368 -0.723
N 2.762 -0.893 -0.666 0.3322 1.7711 1.0129 -0.408
O 1.595 1.162 0.351 0.7295 -0.1830 -0.0203 -0.478
S 2.847 0.503 -0.014 -0.9400 -1.6882 -0.9167 0.585
H -1.240 -1.020 0.686 -0.3063 0.2529 -0.8097 0.226
H 1.817 -1.281 -0.747 0.0139 0.0548 -0.1274 0.293
H 0.015 -0.315 -0.059 -2.4990 -0.2599 -0.7270 0.288
H -1.553 0.014 -0.530 -2.0127 2.8238 -0.8485 0.217
```
Positions in Å, forces in eV/Å.

HOMO energy, hartree: -0.37111
Energy relative to the best compared isomer or geometry (same formula, charge and spin), kJ/mol: 37.8
Frontier orbital gap, eV: 9.177
M, g/mol: 80.11
E_LUMO, eV: -0.92

H4N2OS2 | ωB97M-V/def2-TZVPD

Geometry as XYZ:
```
9
Properties=species:S:1:pos:R:3:forces:R:3:mulliken_charge:R:1
N -1.505 -0.687 -0.180 -0.3287 1.2920 0.1227 0.032
N 1.497 -0.457 0.383 -0.9239 -1.0043 2.7433 -0.334
O -0.306 -0.674 -0.605 -1.0144 -0.3120 -0.7531 -0.366
S -2.286 0.838 0.362 0.2840 -1.2245 0.3740 -0.101
S 2.292 0.670 -0.321 1.6523 1.3385 -1.8332 -0.014
H -1.826 -1.439 0.395 0.0880 -0.9037 0.3935 0.240
H 1.748 -1.405 0.146 0.1823 0.0474 -0.4792 0.259
H -1.654 1.402 -0.622 0.3367 0.9554 -0.8772 0.149
H 2.040 1.752 0.442 -0.2764 -0.1889 0.3091 0.136
```
Positions in Å, forces in eV/Å.

HOMO energy (alpha / beta), hartree: -0.30083 / -0.28232
Energy relative to the best compared isomer or geometry (same formula, charge and spin), kJ/mol: 395.3
Frontier orbital gap (alpha / beta), eV: 8.492 / 7.754
M, g/mol: 112.18
E_LUMO (alpha / beta), eV: 0.31 / 0.07

H4N2S | ωB97M-V/def2-TZVPD

Geometry as XYZ:
```
7
Properties=species:S:1:pos:R:3:forces:R:3:mulliken_charge:R:1
N -0.148 0.706 -0.428 -2.9844 6.3059 -4.7904 -0.640
S -1.051 -0.224 0.597 -3.8693 1.9064 0.2929 0.002
N 0.362 -0.874 0.603 5.4023 -8.3919 4.1405 -0.504
H -0.742 1.174 -1.104 0.0202 0.5751 -0.3484 0.251
H 0.317 1.438 0.074 0.2227 0.6628 0.4541 0.248
H 0.960 -0.390 -0.027 0.6754 -0.5192 -0.0447 0.402
H 0.302 -1.830 0.286 0.5330 -0.5391 0.2960 0.241
```
Positions in Å, forces in eV/Å.

HOMO energy, hartree: -0.27990
Energy relative to the best compared isomer or geometry (same formula, charge and spin), kJ/mol: 162.9
Frontier orbital gap, eV: 8.382
M, g/mol: 64.11
E_LUMO, eV: 0.77
SMILES: NSN

H4N3O3PS | ωB97M-V/def2-TZVPD

Geometry as XYZ:
```
12
Properties=species:S:1:pos:R:3:forces:R:3:mulliken_charge:R:1
N -3.036 -0.248 0.863 -0.3525 -0.0135 -0.2648 -0.422
N -0.384 -0.866 -0.001 -2.2102 1.1753 -0.2567 -0.405
N 1.731 0.831 0.390 0.6328 -0.3719 -1.0482 -0.493
O 0.710 0.849 -2.078 -0.5004 0.2764 0.8175 -0.583
O -1.130 0.584 2.110 0.2807 -1.3465 -2.3726 -0.404
O 1.994 -1.281 -1.384 -1.2120 1.7256 1.4554 -0.591
P 1.303 0.006 -1.032 1.9312 -0.9705 -0.0752 0.899
S -1.563 -0.122 0.907 3.1374 -0.2355 0.4724 0.837
H -3.460 -0.689 0.072 -0.1444 -0.4059 -0.6532 0.286
H -0.619 -1.200 -1.005 -0.9268 0.3319 2.2153 0.346
H 2.436 0.343 0.955 -0.4394 0.2118 -0.3542 0.251
H 2.018 1.794 0.204 -0.1964 -0.3771 0.0644 0.279
```
Positions in Å, forces in eV/Å.

HOMO energy, hartree: -0.38506
Energy relative to the best compared isomer or geometry (same formula, charge and spin), kJ/mol: 215.5
Frontier orbital gap, eV: 8.895
M, g/mol: 157.09
E_LUMO, eV: -1.58